98
Properties=species:S:1:pos:R:3:mulliken_charge:R:1 method="wB97M-V/def2-TZVPD" total_charge=-1 homo_energy_ev=-4.50 e_lumo_ev=2.05 mol_weight_g_mol=710.9 total_energy_ev=-68139.4030 orbital_gap_ev=6.5468
C -3.063 1.454 -3.387 -1.32
C -2.292 0.244 -2.840 0.26
S -1.459 -0.583 -4.178 -0.22
C -0.961 -2.181 -3.449 -1.11
Nb 0.589 -2.251 -1.773 -1.55
C -1.068 -2.731 -0.259 0.86
C -1.029 -4.141 0.361 -1.23
C -0.236 -4.376 1.650 -0.95
C -0.510 -3.513 2.873 0.29
C -1.865 -3.803 3.535 -0.82
C -2.365 -2.607 4.338 -1.21
C -3.067 -1.532 3.475 -0.48
C -2.260 -0.241 3.429 -0.38
Si -3.064 1.127 2.408 0.19
C -4.525 1.913 3.307 -1.25
C -3.649 0.359 0.801 -0.67
C -1.734 2.439 2.166 0.44
C -0.456 2.024 1.765 -0.11
C 0.585 2.937 1.555 -0.88
C 0.344 4.292 1.768 -0.53
C -0.913 4.730 2.181 -0.68
C -1.947 3.809 2.373 -0.42
C 1.942 -2.085 0.073 -1.53
C 3.016 -1.032 0.070 1.66
C 2.755 0.290 -0.300 -0.58
C 3.742 1.282 -0.313 -1.10
C 5.045 0.953 0.043 -0.75
C 5.331 -0.354 0.427 -0.78
C 4.344 -1.350 0.446 1.61
C 4.751 -2.730 0.873 -1.63
N 2.254 -1.850 -3.056 -0.14
C 3.463 -2.632 -2.813 0.87
C 3.444 -4.130 -2.764 -1.40
O 4.492 -2.049 -2.659 -0.57
C 1.991 -1.937 -4.444 0.79
C 1.839 -0.619 -5.136 -1.37
O 1.953 -2.963 -5.078 -0.60
H -3.133 1.437 -4.469 0.39
H -2.532 2.366 -3.130 0.28
H -4.044 1.529 -2.935 0.32
H -1.594 0.591 -2.092 0.04
H -2.988 -0.427 -2.348 0.12
H -0.686 -2.834 -4.272 0.64
H -1.884 -2.593 -3.044 0.59
H 0.150 -0.494 -1.428 0.52
H 0.744 -4.083 -1.879 0.01
H -1.005 -1.954 0.502 -0.68
H -2.052 -2.635 -0.715 0.73
H -0.613 -4.842 -0.351 0.40
H -2.048 -4.487 0.555 0.51
H 0.833 -4.377 1.457 0.28
H -0.477 -5.396 1.960 0.41
H -0.390 -2.447 2.698 -0.37
H 0.251 -3.777 3.606 0.34
H -2.582 -4.116 2.783 0.31
H -1.710 -4.606 4.251 0.43
H -1.533 -2.131 4.846 0.48
H -3.081 -2.953 5.079 0.43
H -3.207 -1.937 2.478 0.21
H -4.057 -1.312 3.874 0.51
H -2.129 0.183 4.424 0.53
H -1.274 -0.411 3.006 0.00
H -4.241 2.116 4.334 0.36
H -4.764 2.846 2.807 0.33
H -5.406 1.283 3.262 0.35
H -4.404 -0.390 1.027 0.37
H -4.077 1.068 0.099 0.41
H -2.810 -0.158 0.342 -0.19
H -0.265 0.977 1.579 0.40
H 1.551 2.597 1.225 0.55
H 1.140 4.996 1.590 0.49
H -1.082 5.782 2.349 0.46
H -2.925 4.151 2.671 0.23
H 2.341 -3.081 0.235 0.06
H 1.290 -1.868 0.918 0.74
H 1.756 0.558 -0.604 0.27
H 3.493 2.284 -0.624 0.54
H 5.831 1.691 0.016 0.37
H 6.343 -0.623 0.692 0.31
H 5.827 -2.820 0.937 0.38
H 4.355 -3.496 0.220 0.16
H 4.343 -2.943 1.862 0.33
H 4.458 -4.461 -2.946 0.42
H 2.728 -4.571 -3.438 0.37
H 3.197 -4.417 -1.746 0.17
H 1.600 0.172 -4.439 0.29
H 2.783 -0.381 -5.620 0.34
H 1.060 -0.683 -5.882 0.36
C 0.291 7.996 -2.158 -0.33
C 0.652 6.665 -1.531 -0.27
O 0.322 6.882 -0.156 -0.22
C -0.602 7.867 -0.086 0.60
O -1.202 8.167 0.893 -0.52
O -0.748 8.468 -1.294 -0.34
H -0.075 7.908 -3.178 0.30
H 1.118 8.708 -2.133 0.25
H 0.045 5.841 -1.911 0.23
H 1.703 6.409 -1.634 0.30

122
Properties=species:S:1:pos:R:3:mulliken_charge:R:1 method="wB97M-V/def2-TZVPD" homo_energy_ev=-9.79 e_lumo_ev=-0.75 mol_weight_g_mol=1775.8 total_energy_ev=-935196.9682 orbital_gap_ev=9.0381
O 0.523 6.952 0.774 -0.66
C 0.078 6.043 1.508 0.41
O 0.524 4.780 1.373 -0.03
C -0.151 3.861 2.319 0.34
C -1.005 4.730 3.223 -0.39
C -1.023 6.059 2.493 -0.65
H 0.649 3.384 2.885 0.01
H -0.730 3.132 1.752 -0.17
H -0.429 4.810 4.145 0.28
H -1.956 4.196 3.233 0.27
H -0.953 6.994 3.049 0.37
H -1.882 6.121 1.824 0.26
O 3.758 0.525 -6.230 -0.64
C 2.767 -0.032 -5.786 0.50
O 2.611 -0.205 -4.479 -0.32
C 1.739 -1.265 -4.080 0.99
C 0.866 -1.346 -5.315 -0.22
C 1.675 -0.805 -6.505 -0.51
H 1.114 -0.985 -3.232 -0.67
H 2.339 -2.136 -3.818 -0.09
H -0.033 -0.737 -5.223 0.05
H 0.510 -2.361 -5.491 0.38
H 1.053 -0.271 -7.225 0.31
H 2.216 -1.621 -6.983 0.27
O -0.415 -1.079 1.969 -0.40
C -0.073 -0.534 0.967 0.50
O -0.749 0.476 0.393 -0.58
C 0.054 1.250 -0.545 1.11
C 1.353 0.433 -0.593 1.06
C 1.136 -0.848 0.219 1.28
H 0.339 2.227 -0.155 -0.49
H -0.240 1.316 -1.592 -0.25
H 2.140 1.056 -0.169 -0.80
H 1.538 0.293 -1.658 -0.46
H 1.991 -1.022 0.873 -0.38
H 1.038 -1.672 -0.487 -0.79
O 2.670 2.889 -2.867 -0.52
C 2.872 4.011 -2.527 0.19
O 3.904 4.652 -3.057 -0.42
C 4.131 5.935 -2.477 -0.47
C 3.239 5.902 -1.262 0.00
C 2.140 4.811 -1.466 0.99
H 4.029 6.709 -3.237 0.26
H 5.173 5.948 -2.160 0.25
H 2.731 6.854 -1.105 0.37
H 3.905 5.776 -0.408 -0.33
H 1.175 5.160 -1.833 0.23
H 2.005 4.242 -0.546 -0.56
O 3.265 -3.526 -1.218 -0.50
C 3.174 -4.595 -1.842 0.60
O 4.313 -5.328 -2.197 -0.43
C 4.000 -6.469 -3.052 -0.41
C 2.508 -6.643 -2.885 -0.78
C 2.009 -5.293 -2.443 0.23
H 4.525 -7.378 -2.756 0.33
H 4.229 -6.401 -4.115 0.23
H 2.243 -7.451 -2.203 0.26
H 2.092 -6.984 -3.833 0.35
H 1.263 -5.502 -1.675 0.04
H 1.596 -4.706 -3.263 0.11
O -1.702 1.077 -4.573 -0.55
C -1.445 2.288 -4.769 0.33
O -2.260 3.127 -5.479 -0.42
C -1.781 4.423 -5.658 -0.40
C -0.535 4.490 -4.730 -0.62
C -0.201 3.014 -4.328 1.12
H -2.526 5.160 -5.359 0.30
H -1.536 4.517 -6.716 0.25
H -0.592 5.092 -3.823 0.24
H 0.297 4.917 -5.291 0.31
H -0.116 2.949 -3.243 -0.66
H 0.736 2.620 -4.721 0.15
O -4.065 -3.640 2.895 -0.58
S -3.719 -3.344 4.314 1.16
O -4.598 -2.455 5.116 -0.63
O -3.303 -4.711 5.127 -0.16
C -3.046 -4.589 6.496 -0.22
C -2.559 -5.962 6.943 -1.14
C -1.922 -2.579 4.309 -0.21
H -3.911 -4.246 7.063 0.32
H -2.335 -3.824 6.805 0.29
H -1.719 -6.388 6.393 0.19
H -3.481 -6.543 6.914 0.30
H -2.180 -5.911 7.963 0.39
H -1.261 -3.348 3.910 0.09
H -1.732 -2.214 5.318 0.43
H -1.896 -1.726 3.631 -0.21
O -3.580 2.076 1.599 -0.68
S -3.855 0.777 2.245 1.23
O -3.103 0.338 3.402 -0.61
O -5.438 0.807 2.593 -0.35
C -5.934 0.025 3.581 0.20
C -7.430 0.404 3.799 -1.44
C -3.870 -0.551 0.908 -0.23
H -5.443 0.242 4.530 0.23
H -5.749 -1.031 3.386 0.19
H -7.674 1.465 3.742 0.35
H -7.878 0.085 4.740 0.39
H -8.164 -0.060 3.141 0.34
H -2.960 -0.552 0.309 -0.28
H -4.692 -0.249 0.260 0.53
H -3.990 -1.528 1.376 0.18
C -2.371 -3.371 -2.075 -0.66
Br -0.395 -3.126 -2.307 0.15
Br -3.350 -1.675 -2.349 -0.04
Br -2.616 -4.045 -0.213 -0.04
H -2.710 -4.095 -2.816 0.61
C 4.151 -0.418 3.233 -0.33
Br 3.114 -2.117 3.329 -0.01
Br 5.910 -0.747 4.086 -0.05
Br 3.250 1.201 4.106 0.01
H 4.277 -0.276 2.160 0.31
C 5.134 3.932 2.162 -0.44
Br 4.407 2.714 0.713 0.02
Br 3.667 4.463 3.423 -0.07
Br 6.055 5.487 1.370 -0.06
H 5.924 3.415 2.707 0.49
C 0.494 -6.093 1.793 -0.49
Br 0.768 -4.272 0.976 0.30
Br -0.303 -6.067 3.596 -0.07
Br 2.258 -7.039 1.930 -0.08
H -0.077 -6.647 1.048 0.47

109
Properties=species:S:1:pos:R:3:mulliken_charge:R:1 method="wB97M-V/def2-TZVPD" total_charge=-1 homo_energy_ev=-4.46 e_lumo_ev=1.89 mol_weight_g_mol=846.7 total_energy_ev=-74668.8699 orbital_gap_ev=6.3455
C 0.445 -3.537 1.226 -0.81
C 0.191 -2.628 0.158 0.36
C -0.435 -1.619 -1.017 0.55
Nb 1.254 -0.568 -2.129 -0.95
C 2.580 -2.407 -1.615 0.03
C 2.523 -3.605 -2.498 -0.65
C 1.944 0.320 -0.136 -0.58
C 0.817 1.216 0.648 0.31
C 1.262 2.817 0.768 0.30
F 2.125 3.280 -0.343 -0.24
C -0.028 1.228 -2.679 -0.19
C -1.192 0.916 -3.831 -0.61
C -2.403 -0.049 -3.292 0.92
C -3.892 0.305 -3.876 -0.60
N -4.935 -0.778 -3.625 -0.29
C -5.685 -0.556 -2.324 0.38
C -5.080 -0.765 -0.815 -0.40
O -6.998 -0.198 -2.394 -0.56
H 0.277 -4.371 2.065 -0.11
H -1.002 -2.287 -1.817 0.05
H -1.196 -0.849 -0.555 -0.03
H 2.718 0.238 -2.911 -0.01
H 0.836 -1.327 -3.725 0.02
H 3.255 -2.356 -0.632 0.19
H 1.775 -3.716 -3.394 0.16
H 3.230 -4.527 -2.266 0.19
H 2.997 0.877 -0.211 0.23
H 2.164 -0.620 0.567 0.29
H -0.285 1.075 0.257 -0.33
H 0.797 0.830 1.778 0.31
H 1.931 2.887 1.754 -0.31
H 0.293 3.461 0.890 0.18
H 0.699 2.019 -3.199 0.37
H -0.537 1.788 -1.787 -0.05
H -1.689 1.974 -4.064 0.26
H -0.753 0.539 -4.847 0.30
H -2.065 -1.168 -3.488 0.02
H -2.419 0.081 -2.106 -0.55
H -3.838 0.431 -5.061 0.22
H -4.202 1.367 -3.456 0.09
H -4.509 -1.732 -3.673 0.36
H -5.198 -1.877 -0.469 0.32
H -3.974 -0.417 -0.664 0.01
H -5.752 -0.116 -0.089 0.17
C 5.896 5.826 4.318 -1.46
C 5.609 4.344 4.184 0.51
C 5.921 3.796 2.825 -0.31
O 5.033 2.698 2.725 -0.25
C 3.960 2.996 3.519 0.60
O 2.911 2.376 3.523 -0.62
O 4.220 4.085 4.305 -0.35
H 5.265 6.414 3.643 0.35
H 5.667 6.166 5.333 0.36
H 6.946 6.048 4.105 0.38
H 6.129 3.785 4.973 0.27
H 6.960 3.462 2.740 0.32
H 5.703 4.495 2.010 0.13
C -6.137 5.314 -0.281 -1.54
C -5.396 4.102 -0.811 0.55
C -5.220 3.018 0.207 -0.54
O -4.044 2.367 -0.238 -0.22
C -3.314 3.306 -0.912 0.56
O -2.156 3.161 -1.261 -0.51
O -4.056 4.433 -1.140 -0.36
H -5.578 5.797 0.527 0.36
H -6.252 6.063 -1.072 0.36
H -7.131 5.041 0.087 0.38
H -5.885 3.727 -1.719 0.27
H -6.064 2.322 0.225 0.32
H -5.046 3.394 1.222 0.29
C -1.002 -7.089 -0.027 -1.12
C -2.125 -6.416 -0.791 0.44
C -2.463 -7.100 -2.080 -0.56
O -2.984 -6.041 -2.862 -0.37
C -2.398 -4.896 -2.400 0.44
O -2.455 -3.816 -2.963 -0.50
O -1.737 -5.122 -1.225 -0.13
H -0.066 -7.063 -0.595 0.33
H -0.812 -6.558 0.912 0.08
H -1.247 -8.130 0.205 0.40
H -3.008 -6.309 -0.149 0.20
H -3.210 -7.889 -1.949 0.32
H -1.591 -7.516 -2.597 0.32
C -2.271 -6.053 5.866 -1.42
C -1.086 -6.918 5.484 0.48
C 0.200 -6.482 6.117 -0.54
O 1.168 -6.939 5.190 -0.33
C 0.552 -6.967 3.970 0.62
O 1.130 -7.116 2.908 -0.51
O -0.800 -6.801 4.100 -0.24
H -2.137 -5.023 5.516 0.36
H -3.182 -6.428 5.391 0.35
H -2.421 -6.042 6.950 0.38
H -1.303 -7.972 5.699 0.25
H 0.357 -6.940 7.098 0.30
H 0.296 -5.394 6.211 0.33
C 3.683 5.956 -3.222 -1.42
C 5.047 5.614 -2.656 0.56
C 4.990 4.991 -1.295 -0.29
O 6.240 5.354 -0.738 -0.29
C 6.609 6.522 -1.347 0.57
O 7.528 7.232 -0.979 -0.59
O 5.807 6.789 -2.422 -0.34
H 3.177 6.708 -2.606 0.35
H 3.786 6.389 -4.221 0.36
H 3.048 5.068 -3.290 0.36
H 5.603 4.986 -3.363 0.25
H 4.888 3.902 -1.339 0.26
H 4.196 5.398 -0.659 0.21

101
Properties=species:S:1:pos:R:3:mulliken_charge:R:1 method="wB97M-V/def2-TZVPD" total_charge=-1 e_above_lowest_kj_mol=38.42 homo_energy_ev=-4.39 e_lumo_ev=1.88 mol_weight_g_mol=723.7 total_energy_ev=-57351.5604 orbital_gap_ev=6.2684
C -1.615 0.137 -0.154 -1.56
C -2.016 -0.641 -1.432 2.91
C -2.822 -1.872 -0.903 -1.92
C -3.012 0.162 -2.319 -1.62
C -0.806 -1.241 -2.172 -2.14
C 0.009 -0.314 -3.113 4.21
C 0.095 1.153 -2.666 -2.61
C -0.454 -0.366 -4.604 -1.81
C 1.455 -0.892 -3.119 -1.20
C 1.577 -2.268 -3.264 -0.27
C 2.796 -2.878 -3.224 -0.99
C 3.930 -2.116 -3.028 0.01
O 5.127 -2.792 -2.954 -0.57
C 5.912 -2.345 -1.848 -0.52
C 5.271 -2.707 -0.500 -0.24
O 6.095 -2.198 0.527 -0.46
C 5.346 -1.295 1.363 -0.49
C 4.851 -0.018 0.642 -0.42
In 2.653 0.261 1.062 0.65
C 3.807 -0.768 -2.912 -0.25
C 2.582 -0.144 -2.951 -0.28
H -1.206 1.124 -0.371 0.30
H -0.864 -0.468 0.364 0.13
H -2.488 0.235 0.498 0.32
H -3.670 -1.524 -0.307 0.35
H -2.132 -2.444 -0.273 0.25
H -3.131 -2.446 -1.773 0.61
H -3.855 -0.478 -2.587 0.35
H -2.571 0.587 -3.219 0.47
H -3.353 1.009 -1.715 -0.03
H -1.166 -2.077 -2.784 0.22
H -0.145 -1.690 -1.423 0.40
H -0.843 1.703 -2.720 0.30
H 0.531 1.287 -1.672 0.20
H 0.777 1.659 -3.359 0.86
H -1.534 -0.490 -4.714 0.37
H 0.129 -1.077 -5.189 0.40
H -0.222 0.622 -5.023 0.45
H 0.702 -2.893 -3.400 0.64
H 2.902 -3.955 -3.301 0.44
H 6.882 -2.848 -1.878 0.32
H 6.123 -1.275 -1.907 0.25
H 5.255 -3.807 -0.445 0.36
H 4.238 -2.354 -0.411 0.12
H 4.540 -1.829 1.885 0.32
H 6.050 -0.972 2.139 0.26
H 5.413 0.845 1.009 0.44
H 5.021 -0.048 -0.432 -0.08
H 1.617 -0.736 0.000 -0.24
H 2.264 2.005 0.888 -0.42
H 2.398 -0.178 2.791 -0.47
H 4.712 -0.199 -2.746 0.22
H 2.535 0.927 -2.829 0.35
C -4.447 4.038 -1.248 -0.85
C -3.010 4.020 -1.535 0.56
N -1.877 4.010 -1.747 -0.45
H -4.652 4.732 -0.445 0.28
H -4.997 4.346 -2.133 0.31
H -4.778 3.042 -0.950 0.10
C 0.711 -1.367 5.282 -1.01
C -0.358 -0.941 4.381 0.35
N -1.205 -0.607 3.672 -0.36
H 1.135 -2.307 4.934 0.34
H 1.494 -0.612 5.302 0.32
H 0.317 -1.500 6.289 0.36
C -2.562 0.739 7.686 -0.54
C -1.107 0.865 7.613 0.36
N 0.039 0.962 7.545 -0.42
H -2.948 1.371 8.484 0.31
H -3.005 1.047 6.740 0.12
H -2.833 -0.296 7.888 0.17
C -3.889 8.016 -1.134 -0.78
C -5.094 7.187 -1.088 0.47
N -6.033 6.520 -1.048 -0.47
H -3.788 8.464 -2.120 0.27
H -3.955 8.805 -0.388 0.28
H -3.012 7.403 -0.930 0.28
C -0.169 -5.230 -1.132 -0.79
C -1.338 -4.831 -1.917 0.57
N -2.261 -4.515 -2.531 -0.52
H 0.192 -6.198 -1.473 0.35
H 0.623 -4.490 -1.250 0.15
H -0.438 -5.298 -0.080 0.29
C -4.471 1.638 2.867 -0.60
C -4.982 1.176 1.576 0.41
N -5.351 0.806 0.548 -0.50
H -3.757 0.915 3.259 0.09
H -3.972 2.597 2.743 0.30
H -5.294 1.750 3.571 0.36
C -2.648 -3.598 5.582 -0.40
C -2.657 -3.580 7.046 0.34
N -2.663 -3.557 8.198 -0.43
H -3.664 -3.497 5.205 0.28
H -2.046 -2.773 5.207 -0.10
H -2.228 -4.536 5.224 0.28
C 5.147 3.680 -3.916 -0.98
C 5.348 2.760 -2.796 0.48
N 5.506 2.035 -1.915 -0.36
H 5.980 4.378 -3.975 0.34
H 5.085 3.119 -4.847 0.27
H 4.223 4.238 -3.773 0.28